[1]
This record from the Open Molecules 2025 dataset describes C3H6N2OS in the gas phase in a non-equilibrium geometry. The level of theory is the ωB97M-V functional and the def2-TZVPD basis.

Calculated values
Energy relative to the best compared isomer or geometry (same formula, charge and spin) (kcal per mole): 33.4
HOMO (eV): -8.84
Molar mass (g mol⁻¹): 118.161
DFT total energy (a.u.): -700.8359
Kohn-Sham gap (eV): 9.258

Last column: Löwdin charge in e.
Atoms and positions in Å:
N1 -0.277 -1.566 -2.146  0.098
C1 -0.483 -1.019 -0.900  -0.298
N2 0.465 -0.629 -0.166  0.027
C2 0.090 -0.101 1.137  -0.271
C3 0.263 1.367 1.155  -0.887
O1 1.502 1.707 1.393  0.035
S1 -0.930 2.463 0.822  0.671
H1 0.651 -1.416 -2.522  0.101
H2 -0.994 -1.545 -2.775  0.043
H3 -1.565 -1.020 -0.581  0.144
H4 -0.987 -0.376 1.333  0.112
H5 0.745 -0.536 1.929  0.129
H6 1.520 2.671 1.319  0.097

---

[2]
This record from the Open Molecules 2025 dataset describes C3H6N2OS in the gas phase in a non-equilibrium geometry. The level of theory is the ωB97M-V functional and the def2-TZVPD basis.

Calculated values
Energy relative to the best compared isomer or geometry (same formula, charge and spin) (kcal per mole): 38.1
HOMO (eV): -9.25
Molar mass (g mol⁻¹): 118.161
DFT total energy (a.u.): -700.8285
Kohn-Sham gap (eV): 9.769

Last column: Löwdin charge in e.
Atoms and positions in Å:
C1 -0.144 2.842 -1.114  -0.134
N1 -0.064 1.634 -0.677  -0.370
S1 -1.192 0.570 -1.347  0.990
C2 -0.801 -0.916 -0.439  -0.779
O1 -1.332 -1.966 -0.735  -0.011
N2 0.221 -0.759 0.487  -0.038
C3 0.679 -1.858 1.280  -0.073
H1 -0.956 3.263 -1.693  0.062
H2 0.649 3.492 -0.831  0.057
H3 0.478 0.167 0.625  0.054
H4 1.751 -2.009 1.128  0.086
H5 0.163 -2.762 0.986  0.083
H6 0.547 -1.698 2.330  0.074